5
Properties=species:S:1:pos:R:3:forces:R:3 method="wB97M-V/def2-TZVPD" mol_weight_g_mol=147.05 energy_ev=-47748.7101 e_above_lowest_kcal_mol=68.9 homo_ev="-8.4 / -8.5"
C -1.031985 0.200595 0.098187 0.8 -0.9 0.1
S -1.944044 -0.938824 -0.430302 0.2 -0.2 0.0
S 1.517125 -1.004687 0.533322 -2.1 0.8 0.1
Cl -1.353842 1.808167 0.426927 0.7 -0.1 0.1
Cl 2.812747 -0.065249 -0.628133 0.4 0.3 -0.3